No. 1
C28H42Cl3N4O5 | ωB97M-V/def2-TZVPD

Results
Charge: +1
HOMO: -10.30 eV
E_tot: -83452.1927 eV
2S+1: 1
Gap between HOMO and LUMO: 4.8 eV

Structure (XYZ):
```
82
Properties=species:S:1:pos:R:3:forces:R:3:mulliken_charge:R:1
C 3.239 -3.765 0.785 0.32 0.10 -0.61 -0.746
C 4.199 -3.842 -0.562 6.49 -0.83 0.12 0.461
O 5.536 -4.031 -0.421 -8.95 1.24 -0.90 -0.539
O 3.675 -3.765 -1.935 0.07 1.07 2.88 -0.214
C 3.648 -2.387 -2.450 0.56 1.97 -1.12 -0.103
C 2.624 -2.159 -3.728 -0.14 -1.03 -0.64 -0.634
C 1.245 -3.043 -3.652 -0.37 -0.18 -0.96 -0.622
C -0.039 -2.268 -2.982 -0.84 -1.01 1.30 -0.556
C 0.376 -1.289 -1.695 2.49 -1.65 -2.52 -0.202
N -0.794 -0.782 -0.906 1.71 6.12 -1.00 1.634
C -0.736 -1.054 0.565 -1.64 -1.04 2.38 -0.906
C -0.719 0.270 1.549 -2.01 -1.23 0.49 -0.031
O 0.622 0.751 1.912 2.88 -1.39 -4.05 -0.283
C 1.620 0.535 0.864 4.00 1.39 -4.67 0.561
N 2.515 0.550 -0.084 -7.91 -0.33 8.36 -0.525
C -1.749 1.487 1.040 1.18 0.70 1.36 1.042
C -2.958 1.543 2.195 -0.27 -0.58 0.25 -1.444
C -0.959 2.958 0.916 -1.30 0.60 -0.29 -0.808
C -1.050 3.896 2.248 0.62 1.25 0.43 -0.875
C -0.191 3.390 3.545 1.34 1.10 0.17 -0.011
C 0.182 4.618 4.619 1.11 2.82 2.89 0.258
C 1.034 4.256 6.005 -1.25 4.41 -0.97 -0.406
C 1.439 5.499 7.036 -1.50 0.66 -2.85 -0.381
C 1.071 7.083 6.774 -1.78 -2.93 -3.60 -0.381
C 0.207 7.431 5.419 1.36 -4.17 0.80 -0.371
C -0.194 6.197 4.397 1.35 -0.52 2.16 -0.235
N -2.269 1.248 -0.362 0.61 -1.67 -0.74 0.685
C -3.628 0.628 -0.436 -1.71 -1.08 -0.97 -0.141
C -4.049 0.259 -2.014 -0.90 -0.21 0.39 -0.863
C -3.834 -1.319 -2.397 -0.31 0.32 -1.35 0.250
C -4.566 -2.387 -1.391 1.23 0.32 0.14 -0.239
O -5.165 -3.495 -2.171 3.04 -0.69 -0.87 -0.354
C -4.157 -4.210 -2.969 -1.09 2.27 -7.42 0.148
O -4.173 -4.005 -4.316 0.10 -1.50 9.14 -0.456
C -1.245 0.605 -1.270 -1.24 -2.11 2.14 -1.822
N -0.859 1.335 -2.383 0.90 -0.71 -0.06 0.028
H 3.533 -4.669 1.472 -0.56 1.81 -1.47 0.373
H 2.092 -3.780 0.548 2.28 -0.13 0.21 0.166
H 3.481 -2.769 1.350 -0.27 -1.90 -1.17 0.242
H 4.741 -2.172 -2.875 -2.34 -0.19 1.21 0.321
H 3.336 -1.581 -1.636 0.89 -1.85 -1.35 0.118
H 2.319 -1.025 -3.869 0.93 -2.23 0.54 0.237
H 3.180 -2.470 -4.735 -1.13 0.62 2.33 0.361
H 0.937 -3.273 -4.781 0.58 0.50 2.51 0.337
H 1.390 -4.113 -3.153 -0.09 2.55 -0.89 0.307
H -0.718 -3.120 -2.495 1.25 1.79 -1.15 0.105
H -0.720 -1.726 -3.766 1.53 -0.79 1.47 0.297
H 1.118 -1.962 -1.044 -1.97 1.65 -1.06 -0.362
H 1.070 -0.449 -2.165 -1.77 -1.48 1.41 0.320
H -1.744 -1.632 0.842 2.10 1.31 -0.51 0.436
H 0.126 -1.815 0.890 -1.73 1.90 -1.16 0.149
H -1.167 -0.143 2.579 1.26 1.01 -2.23 0.368
H -3.800 2.317 1.925 1.85 -1.46 0.54 0.374
H -3.484 0.480 2.333 1.19 2.26 -0.55 0.355
H -2.520 1.779 3.281 -0.75 -0.29 -2.72 0.270
H 0.127 2.852 0.468 -2.01 0.09 1.25 0.242
H -1.568 3.550 0.075 1.25 -1.42 1.86 0.354
H -0.573 4.946 1.935 -0.97 -2.37 0.61 0.360
H -2.162 4.179 2.577 2.36 -0.93 -0.94 0.326
H 0.872 3.044 3.127 -2.36 0.53 1.03 0.158
H -0.676 2.526 4.167 0.88 1.58 -1.30 0.257
H 1.343 3.142 6.240 -0.67 2.62 -0.44 0.255
H 2.060 5.234 7.992 -1.37 0.54 -2.07 0.277
H 1.372 7.984 7.467 -0.56 -2.32 -1.36 0.294
H -0.108 8.539 5.115 0.81 -2.78 0.84 0.274
H -0.804 6.521 3.424 1.48 -0.87 2.41 0.109
H -4.523 1.335 -0.079 2.57 -1.28 -0.45 0.206
H -3.618 -0.339 0.245 -0.45 1.70 -1.53 0.129
H -5.219 0.468 -2.129 2.60 -0.40 0.37 0.410
H -3.543 1.012 -2.791 -0.98 -1.76 1.77 0.233
H -4.348 -1.471 -3.464 1.13 0.26 2.33 0.478
H -2.699 -1.554 -2.558 -2.17 0.27 0.46 -0.418
H -3.765 -2.899 -0.667 -1.76 1.38 -1.20 0.192
H -5.418 -1.834 -0.804 1.56 -1.48 -1.14 0.279
H -3.337 -4.943 -2.571 -1.83 1.46 -0.01 0.318
H 0.062 1.858 -2.370 -1.33 -1.44 -0.08 0.316
H -1.456 1.484 -3.231 0.50 0.02 1.71 0.268
C 6.956 -4.814 -3.615 0.06 -0.09 0.22 0.397
Cl 5.603 -5.786 -4.218 0.10 0.12 0.07 -0.132
Cl 8.436 -5.786 -3.542 -0.23 0.16 0.00 -0.132
Cl 7.200 -3.386 -4.635 -0.07 -0.05 0.09 -0.149
H 6.715 -4.477 -2.603 0.02 -0.11 -0.28 0.004
```
Positions in Å, forces in eV/Å.

---

No. 2
C28H42N2O10SSiV | ωB97M-V/def2-TZVPD

Results
Charge: +1
HOMO: -12.73 eV
E_tot: -97575.5391 eV
2S+1: 1
Gap between HOMO and LUMO: 7.6 eV

Structure (XYZ):
```
85
Properties=species:S:1:pos:R:3:forces:R:3:mulliken_charge:R:1
V -0.893 -0.938 -0.390 0.70 -0.09 -0.42 0.137
C 3.646 -2.760 -1.303 -0.01 0.04 -0.01 -1.607
C 2.486 -2.833 -0.309 -0.03 0.12 0.03 1.761
C 2.488 -4.158 0.443 0.07 0.01 -0.02 -1.847
O 2.536 -1.725 0.572 0.10 0.02 0.01 -0.251
C 1.195 -2.738 -1.122 -0.12 -0.13 -0.28 -0.479
O 0.720 -3.603 -1.779 -0.03 0.07 0.12 -0.476
O 0.588 -1.464 -1.103 -0.27 -0.09 0.55 0.596
H 4.581 -2.906 -0.762 -0.01 0.00 0.02 0.466
H 3.676 -1.782 -1.783 0.02 -0.06 0.02 0.257
H 3.551 -3.533 -2.065 0.00 -0.01 0.00 0.346
H 3.440 -4.257 0.967 0.00 -0.01 0.00 0.513
H 2.390 -4.990 -0.251 -0.01 -0.01 0.00 0.409
H 1.677 -4.200 1.169 -0.04 0.01 0.01 0.398
H 2.691 -2.045 1.466 -0.06 0.00 0.02 0.266
O -3.422 -2.704 -1.606 0.02 0.02 0.01 -0.591
C -2.872 -3.133 -0.635 0.01 0.08 0.11 0.035
N -1.785 -2.471 0.068 -0.06 -0.01 -0.12 0.808
C -1.363 -3.298 1.164 0.05 0.06 -0.05 -0.066
O -0.435 -3.022 1.874 0.01 -0.03 -0.03 -0.506
C -2.250 -4.479 1.173 0.00 0.00 0.02 0.302
C -2.267 -5.555 2.038 -0.02 -0.02 0.00 -0.487
C -3.210 -6.547 1.793 0.03 0.03 0.01 -0.562
C -4.094 -6.455 0.719 0.00 0.03 -0.02 -0.557
C -4.067 -5.367 -0.147 -0.01 -0.03 0.02 -0.430
C -3.129 -4.386 0.107 -0.03 -0.03 -0.03 0.106
H -1.577 -5.618 2.868 0.00 0.00 0.00 0.547
H -3.260 -7.408 2.445 0.00 0.00 0.00 0.429
H -4.814 -7.246 0.558 0.00 -0.01 0.00 0.427
H -4.748 -5.289 -0.983 0.00 0.01 0.00 0.528
C -0.708 5.394 0.857 0.00 0.01 0.01 -1.800
C -1.171 3.947 0.825 0.13 0.02 0.23 1.817
C -2.182 3.672 1.927 0.00 0.01 -0.01 -1.654
C -1.735 3.593 -0.538 -0.03 0.05 -0.02 -1.517
O 0.018 3.156 1.131 -0.06 -0.11 -0.27 0.361
Si 0.649 1.751 0.669 -0.21 0.07 0.02 -0.548
S -0.843 0.229 1.362 0.04 0.08 0.01 -0.670
O 2.060 1.505 1.375 0.09 -0.03 0.06 0.855
C 2.594 1.926 2.667 -0.03 0.02 -0.02 1.687
C 3.823 1.064 2.894 -0.02 0.00 -0.01 -1.592
C 2.967 3.396 2.570 -0.01 0.00 -0.03 -1.525
C 1.547 1.684 3.743 0.01 0.01 0.01 -1.434
O 0.670 1.376 -0.910 -0.05 0.18 0.02 -0.072
C 1.652 1.867 -1.901 0.03 -0.03 -0.08 1.485
C 0.936 1.895 -3.241 0.05 -0.06 0.09 -1.689
C 2.807 0.879 -1.911 -0.06 0.04 -0.03 -1.343
C 2.114 3.268 -1.521 -0.04 -0.04 0.08 -1.348
H -1.551 6.062 0.686 0.00 0.00 0.00 0.457
H 0.041 5.579 0.087 0.01 -0.01 -0.01 0.355
H -0.271 5.628 1.828 0.00 0.01 0.01 0.348
H -3.058 4.310 1.801 0.01 0.00 0.00 0.473
H -1.741 3.879 2.902 0.00 0.02 0.00 0.328
H -2.513 2.635 1.904 -0.02 -0.05 -0.02 0.271
H -2.610 4.217 -0.728 0.01 -0.02 -0.02 0.680
H -2.051 2.552 -0.576 0.00 -0.12 0.02 0.232
H -1.007 3.775 -1.326 0.03 0.00 -0.04 0.128
H 4.528 1.182 2.072 0.01 0.02 -0.01 0.326
H 3.542 0.014 2.961 -0.01 -0.05 0.00 0.248
H 4.315 1.349 3.824 0.01 0.01 0.00 0.449
H 3.693 3.549 1.771 0.02 0.00 0.00 0.314
H 3.415 3.730 3.506 0.00 0.00 0.01 0.536
H 2.087 4.007 2.369 0.00 0.00 0.01 0.101
H 1.261 0.631 3.772 0.01 -0.01 0.00 0.279
H 0.657 2.292 3.567 0.00 0.01 0.00 0.139
H 1.949 1.955 4.719 0.00 -0.01 0.01 0.550
H 0.648 0.891 -3.542 -0.05 -0.03 0.00 0.263
H 1.601 2.302 -4.004 0.02 0.01 0.01 0.463
H 0.050 2.528 -3.190 -0.05 0.02 0.01 0.325
H 2.441 -0.101 -2.215 0.01 0.06 0.01 0.017
H 3.258 0.800 -0.921 -0.01 -0.02 -0.01 0.195
H 3.566 1.201 -2.626 0.00 0.02 0.00 0.528
H 1.272 3.960 -1.485 0.01 0.01 0.00 0.286
H 2.821 3.633 -2.265 0.00 -0.02 -0.02 0.587
H 2.619 3.273 -0.555 0.02 0.01 0.05 0.215
O -0.948 -0.813 -3.596 -0.04 -0.05 0.03 -0.521
C -1.940 -0.441 -3.049 -0.03 0.01 0.10 -0.083
C -3.265 -0.072 -3.670 -0.01 -0.02 -0.03 -0.764
C -4.147 0.428 -2.534 -0.03 -0.05 -0.01 -0.769
C -3.356 0.212 -1.268 0.02 -0.04 -0.05 0.087
O -3.713 0.375 -0.139 0.01 0.02 0.01 -0.506
N -2.047 -0.269 -1.618 -0.12 0.08 -0.04 1.633
H -3.658 -0.974 -4.140 0.01 0.01 -0.02 0.305
H -3.091 0.662 -4.456 0.01 -0.02 -0.01 0.395
H -5.084 -0.118 -2.440 -0.01 0.03 0.02 0.327
H -4.388 1.489 -2.607 0.01 0.01 0.02 0.318
```
Positions in Å, forces in eV/Å.